{
  "formula": "C4H8O2",
  "method": "the ωB97M-V functional and the def2-TZVPD basis",
  "symbols": ["O", "C", "C", "C", "O", "C", "H", "H", "H", "H", "H", "H", "H", "H"],
  "coordinates": [[1.985018, 0.764597, -0.679331], [1.251911, -0.214253, 0.044909], [-0.197517, 0.144657, 0.556052], [-0.924110, 0.821496, -0.572253], [-1.485184, -0.442011, -0.990484], [-1.148724, -1.027862, 0.278200], [2.652629, 1.211929, -0.147876], [1.587750, -0.436824, 1.039191], [1.182123, -1.061100, -0.655528], [-0.269047, 0.573041, 1.574573], [-1.685806, 1.551836, -0.284732], [-0.218074, 1.248962, -1.289204], [-2.033595, -1.107062, 0.932939], [-0.697378, -2.027410, 0.193548]],
  "forces_ev_per_a": [[-0.278, 0.206, 0.422], [-1.260, 0.031, 0.616], [0.242, 0.142, -0.296], [-0.109, 0.416, -0.277], [-0.308, -0.036, -0.270], [0.068, -0.195, 0.069], [-0.277, -0.188, 0.161], [1.817, -0.740, 0.026], [-0.004, 0.063, 0.660], [0.451, -0.055, -0.598], [-0.105, -0.097, -0.100], [-0.444, 0.056, -0.212], [0.281, 0.206, -0.102], [-0.074, 0.191, -0.098]],
  "orbital_gap_ev": 10.41,
  "charge": 0,
  "energy_ev": -8370.569,
  "e_above_lowest_kcal_mol": 62.6
}